No. 1
This record from OMol25 describes the molecule C16H22N2O4. The level of theory is ωB97M-V/def2-TZVPD.

Structure (XYZ):
```
44
C16H22N2O4 ωB97M-V/def2-TZVPD
O 1.50 -6.82 0.46
C 1.20 -5.68 0.26
O 0.38 -4.98 1.05
C 1.74 -4.86 -0.91
O 1.08 -3.64 -1.13
C -0.19 -3.77 -1.73
C -0.86 -2.41 -1.92
O -1.88 -2.30 -2.56
N -0.23 -1.40 -1.30
C -0.68 -0.03 -1.34
C 0.36 0.88 -2.00
C -0.14 2.33 -1.97
N -0.45 2.82 -0.65
C 0.71 3.13 0.17
C 0.31 3.97 1.36
C 0.78 3.68 2.63
C 0.41 4.47 3.71
C -0.44 5.55 3.52
C -0.91 5.84 2.25
C -0.54 5.06 1.18
C -1.41 1.96 0.00
C -0.99 0.48 0.07
H 0.09 -5.53 1.79
H 1.73 -5.50 -1.81
H 2.78 -4.61 -0.68
H -0.11 -4.26 -2.72
H -0.86 -4.38 -1.11
H 0.62 -1.62 -0.80
H -1.60 -0.03 -1.94
H 0.54 0.56 -3.03
H 1.31 0.80 -1.46
H 0.61 2.99 -2.43
H -1.05 2.39 -2.57
H 1.25 2.24 0.52
H 1.40 3.71 -0.45
H 1.43 2.84 2.78
H 0.78 4.24 4.70
H -0.73 6.16 4.36
H -1.57 6.68 2.10
H -0.91 5.27 0.18
H -1.59 2.34 1.01
H -2.35 2.03 -0.56
H -0.10 0.38 0.70
H -1.78 -0.11 0.52
```

Properties
Energy in a.u.: -1033.3865
SMILES: O=C(O)COCC(=O)NC1CCN(Cc2ccccc2)CC1

---

No. 2
This record from OMol25 describes a cluster of 13 separate species, C50H90Cl3N16O6 in total at a distorted geometry. The level of theory is ωB97M-V/def2-TZVPD.

Structure (XYZ):
```
165
C50H90Cl3N16O6 ωB97M-V/def2-TZVPD
C -6.43 2.61 5.16
C -4.95 2.34 5.31
N -4.37 1.41 4.40
C -3.30 0.52 4.61
C -2.99 -0.03 3.44
N -3.85 0.46 2.54
C -4.53 1.40 3.11
C -3.72 0.42 1.07
H -6.70 3.17 4.24
H -6.73 3.10 6.09
H -7.07 1.73 5.33
H -4.69 2.07 6.32
H -4.46 3.30 5.18
H -2.93 0.33 5.60
H -2.16 -0.73 3.33
H -5.39 1.76 2.54
H -3.22 -0.55 0.82
H -3.11 1.26 0.73
H -4.73 0.59 0.61
C 5.44 -0.97 4.46
C 4.59 -1.80 3.49
N 3.18 -1.98 4.07
C 2.32 -0.96 4.41
C 1.23 -1.50 4.89
N 1.41 -2.89 4.83
C 2.61 -3.15 4.29
C 0.40 -3.88 5.19
H 5.52 -1.47 5.41
H 4.98 0.05 4.51
H 6.44 -0.84 4.04
H 4.92 -2.82 3.36
H 4.59 -1.38 2.50
H 2.57 0.08 4.12
H 0.35 -1.06 5.33
H 2.99 -4.16 4.13
H -0.01 -3.70 6.17
H 0.76 -4.91 5.25
H -0.35 -3.81 4.40
C 2.41 4.98 2.66
C 1.85 4.23 3.82
N 1.14 5.15 4.72
C -0.27 5.25 4.86
C -0.46 6.23 5.76
N 0.75 6.66 6.24
C 1.69 5.98 5.55
C 0.82 7.90 7.06
H 2.88 4.18 2.07
H 3.19 5.67 2.99
H 1.62 5.42 2.05
H 2.71 3.80 4.41
H 1.16 3.44 3.74
H -0.93 4.69 4.26
H -1.40 6.69 6.11
H 2.73 6.17 5.68
H 0.25 8.69 6.52
H 1.87 8.18 7.35
H 0.35 7.51 7.94
C 0.46 2.72 0.52
C 0.23 1.50 1.36
N 0.66 0.26 0.66
C 1.78 -0.59 0.91
C 1.51 -1.73 0.24
N 0.41 -1.47 -0.55
C -0.13 -0.32 -0.27
C -0.16 -2.40 -1.52
H 0.19 3.57 1.12
H -0.20 2.72 -0.33
H 1.46 2.81 0.22
H -0.84 1.38 1.59
H 0.89 1.49 2.28
H 2.53 -0.31 1.62
H 2.11 -2.56 -0.03
H -1.01 0.03 -0.81
H -0.80 -1.90 -2.24
H -0.72 -3.21 -1.07
H 0.77 -2.73 -1.99
C -0.73 -1.47 -5.37
C -0.08 -0.76 -6.54
N 0.52 -1.67 -7.53
C 0.86 -1.37 -8.81
C 1.35 -2.51 -9.38
N 1.41 -3.45 -8.40
C 0.94 -2.95 -7.25
C 1.94 -4.80 -8.56
H -1.53 -2.19 -5.73
H -1.15 -0.77 -4.69
H -0.02 -2.07 -4.73
H 0.65 0.03 -6.25
H -0.92 -0.20 -7.04
H 0.62 -0.32 -9.13
H 1.71 -2.69 -10.39
H 0.78 -3.50 -6.32
H 3.05 -4.71 -8.51
H 1.49 -5.16 -9.45
H 1.62 -5.35 -7.68
C 4.85 -2.17 -1.81
C 6.32 -2.61 -2.07
N 6.51 -3.20 -3.39
C 7.70 -3.32 -3.97
C 7.47 -3.90 -5.20
N 6.16 -4.09 -5.33
C 5.56 -3.67 -4.20
C 5.54 -4.57 -6.48
H 4.73 -1.51 -0.93
H 4.19 -3.05 -1.74
H 4.75 -1.50 -2.66
H 6.63 -3.37 -1.37
H 6.98 -1.77 -1.98
H 8.62 -2.98 -3.58
H 8.22 -4.18 -5.95
H 4.48 -3.75 -3.97
H 5.68 -5.69 -6.71
H 5.98 -4.10 -7.35
H 4.46 -4.35 -6.41
C -3.27 3.14 -2.02
C -3.68 3.90 -0.78
N -3.60 5.36 -0.78
C -3.89 6.15 0.30
C -3.70 7.43 -0.11
N -3.33 7.38 -1.41
C -3.29 6.11 -1.82
C -2.94 8.56 -2.19
H -4.03 3.27 -2.81
H -2.96 2.12 -1.87
H -2.29 3.46 -2.44
H -2.98 3.67 0.03
H -4.72 3.66 -0.40
H -4.17 5.76 1.31
H -3.83 8.33 0.48
H -2.93 5.80 -2.79
H -2.26 9.21 -1.55
H -3.85 9.05 -2.44
H -2.45 8.38 -3.13
C -3.02 -5.16 -3.86
C -2.72 -4.36 -2.67
N -3.82 -4.51 -1.65
C -4.15 -5.74 -1.01
C -4.73 -5.43 0.15
N -4.71 -4.04 0.29
C -4.11 -3.54 -0.75
C -5.30 -3.34 1.45
H -4.00 -4.89 -4.29
H -3.07 -6.22 -3.67
H -2.29 -5.11 -4.65
H -2.77 -3.31 -2.85
H -1.84 -4.67 -2.18
H -3.81 -6.68 -1.31
H -5.00 -6.13 0.91
H -3.86 -2.47 -0.92
H -5.04 -2.30 1.45
H -4.87 -3.82 2.38
H -6.36 -3.44 1.40
O -0.69 -4.34 1.63
C -1.38 -3.13 1.79
O -2.58 -3.09 1.34
O -0.64 -2.30 2.34
H -1.23 -5.06 1.31
O 4.30 2.73 1.36
C 4.31 1.43 1.86
O 4.92 0.54 1.21
O 3.72 1.36 2.97
H 4.66 2.78 0.47
Cl -2.36 3.74 2.43
Cl -2.93 -0.63 -2.04
Cl 2.12 -4.05 -4.46
```

Properties
Energy in a.u.: -4666.6081
Charge: +3

---

No. 3
This record from OMol25 describes a structure of composition C23H43O5PtSSe2Si at a distorted geometry. The level of theory is ωB97M-V/def2-TZVPD.

Structure (XYZ):
```
76
C23H43O5PtSSe2Si ωB97M-V/def2-TZVPD
Pt -1.89 0.07 1.93
C -2.47 -1.19 4.09
C -1.84 -0.10 4.68
C -0.52 -0.17 5.09
C 0.20 -1.32 4.96
C -0.36 -2.43 4.31
C -1.70 -2.33 3.82
H -3.52 -1.29 3.90
H -2.39 0.77 4.98
H -0.14 0.67 5.64
H 1.20 -1.37 5.39
H 0.19 -3.36 4.14
H -2.17 -3.21 3.42
O -2.11 -0.51 -1.81
C -2.55 0.85 -1.81
C -3.94 1.12 -0.99
C -4.93 1.70 -2.04
O -5.49 0.80 -2.99
C -3.85 2.23 0.09
Se -3.43 1.83 1.97
C -4.54 -0.26 -0.47
Se -3.42 -1.40 0.65
H -1.19 -0.65 -1.51
H -2.78 1.00 -2.97
H -1.71 1.57 -1.59
H -4.36 2.51 -2.52
H -5.80 2.05 -1.53
H -4.90 0.47 -3.69
H -4.78 2.81 0.13
H -3.05 2.95 -0.17
H -4.82 -0.89 -1.28
H -5.47 -0.13 0.09
C -0.31 -3.29 -1.26
C 0.67 -2.50 -0.46
C 2.10 -2.97 -0.77
C 0.35 -2.61 1.04
O 0.50 -1.11 -0.85
Si 1.15 0.29 -0.34
S -0.12 1.32 1.07
O 2.59 0.04 0.33
C 3.55 0.93 0.92
C 4.91 0.36 0.51
C 3.34 0.89 2.48
C 3.32 2.40 0.50
O 1.05 1.40 -1.49
C 1.57 1.39 -2.87
C 2.98 0.83 -2.91
C 0.71 0.52 -3.80
C 1.53 2.87 -3.24
H -0.17 -4.40 -1.08
H -0.01 -3.11 -2.26
H -1.40 -3.07 -1.17
H 2.15 -4.08 -0.69
H 2.84 -2.54 -0.02
H 2.44 -2.68 -1.76
H 0.35 -3.69 1.47
H -0.64 -2.15 1.18
H 1.17 -2.13 1.64
H 4.97 -0.62 0.90
H 5.72 0.94 0.88
H 5.08 0.29 -0.54
H 3.36 -0.12 2.74
H 2.33 1.33 2.72
H 4.14 1.42 2.97
H 3.62 2.77 -0.49
H 3.87 2.91 1.23
H 2.27 2.75 0.64
H 3.00 -0.29 -2.85
H 3.65 1.19 -2.18
H 3.43 1.03 -3.87
H 0.91 -0.47 -3.43
H 1.19 0.69 -4.75
H -0.31 0.80 -3.90
H 2.21 3.50 -2.62
H 0.51 3.20 -3.23
H 1.93 2.98 -4.28
```

Properties
2S+1: 5
Energy in a.u.: -6888.0776
Charge: +1
Expectation value of S²: 6.02

---

No. 4
This record from OMol25 describes a cluster of 2 separate species, CH8N2S2 in total at a distorted geometry. The level of theory is ωB97M-V/def2-TZVPD.

Structure (XYZ):
```
13
CH8N2S2 ωB97M-V/def2-TZVPD
N 1.26 0.57 -0.05
C 0.29 1.58 -0.56
N -0.47 0.97 -1.63
H 1.48 -0.01 -0.87
H 2.18 0.98 0.04
H 0.85 2.44 -0.93
H -0.31 1.88 0.30
H -1.35 1.44 -1.74
H -0.62 -0.01 -1.41
S -1.10 -1.92 0.76
S -0.19 -3.16 2.19
H -0.72 -0.84 1.48
H -1.30 -3.91 2.42
```

Properties
Energy in a.u.: -948.7502
SMILES: NCN.SS

---

- Among the records above, which one has the highest energy?
  CH8N2S2

---

- Among the records above, which one has the lowest energy?
  C23H43O5PtSSe2Si

---

- Look up the energy of the fourth one.
  -948.7502 a.u.